Entry from the OMol25 dataset: C5H10N4 in the gas phase (ωB97M-V/def2-TZVPD).

Properties
HOMO energy: -8.1 eV
energy above the lowest of the compared OMol25 structures with the same formula, charge and spin: 192.23 kJ/mol
maximum force: 4.4 eV/Å
charge: 0

Each atom is followed by the atoms it is bonded to, with distances in Å.
Element x y z (Å)
1 C -0.70119 -2.56050 -0.83221  C2 1.488, H10 1.114, H11 1.144, H12 1.093
2 C -0.45627 -1.18729 -0.31328  C1 1.488, N3 1.334, C8 1.346
3 N -1.21918 -0.19154 -0.76610  C2 1.334, C4 1.286
4 C -0.76734 0.93780 -0.34852  N3 1.286, C5 1.483, N6 1.378
5 C -1.19040 2.31381 -0.70409  C4 1.483, H13 1.073, H14 1.074, H15 1.169
6 N 0.31872 0.75796 0.47974  C4 1.378, N7 1.363, C8 1.497
7 N 1.06673 1.71641 1.09619  N6 1.363, H16 1.000, H17 0.976
8 C 0.57111 -0.71600 0.41738  C2 1.346, N6 1.497, N9 1.352
9 N 1.61854 -1.34905 0.99244  C8 1.352, H18 1.098, H19 1.013
10 H 0.02110 -3.18852 -0.26260  C1 1.114
11 H -1.69998 -3.02600 -0.52485  C1 1.144
12 H -0.42363 -2.55468 -1.88952  C1 1.093
13 H -1.92514 2.16165 -1.47054  C5 1.073
14 H -1.85382 2.78520 -0.00374  C5 1.074
15 H -0.42869 3.05751 -1.18733  C5 1.169
16 H 1.87558 1.82555 0.51850  N7 1.000
17 H 1.14570 1.36692 2.00440  N7 0.976
18 H 2.56549 -0.82818 0.79795  N9 1.098
19 H 1.48268 -1.32104 1.99617  N9 1.013

Which charges does Löwdin predict for the atoms? In e, they are: -0.04 -0.35 0.13 -0.37 -0.03 -0.09 0.11 -0.29 0.08 0.07 0.10 0.08 0.06 0.06 0.12 0.09 0.07 0.13 0.08